DFT (the ωB97M-V functional and the def2-TZVPD basis) results for a 3-piece molecular cluster, C5H16N3S overall at a distorted geometry.

Properties
- charge = +1
- frontier orbital gap (spin up / spin down) (eV) = 9.0 / 8.8
- LUMO energy (spin up / spin down) (eV) = -5.26 / -4.09

Geometry (Å):
C1 0.598 -2.082 -0.569
C2 -1.755 -1.283 -0.964
C3 -0.119 -0.546 -2.564
C4 2.772 2.225 2.495
C5 -0.254 -0.959 -1.104
N1 -2.507 1.611 -0.189
N2 0.364 -0.047 1.380
N3 1.708 1.629 2.888
S1 0.120 0.518 -0.112
H1 0.226 -2.912 -1.262
H2 1.656 -1.872 -0.562
H3 0.280 -2.304 0.438
H4 -2.100 -2.020 -1.646
H5 -2.436 -0.371 -1.303
H6 -2.137 -1.464 0.015
H7 0.988 -0.204 -2.928
H8 -0.613 -1.325 -3.172
H9 -0.770 0.324 -2.748
H10 3.085 2.084 1.471
H11 3.433 3.065 2.880
H12 -2.439 2.436 -0.712
H13 0.403 -1.046 1.667
H14 -2.668 1.834 0.820
H15 1.398 2.000 3.702
H16 0.767 0.710 2.078



DFT (the ωB97M-V functional and the def2-TZVPD basis) results for a 3-piece molecular cluster, C5H16NO overall at a distorted geometry.

Properties
- charge = +1
- frontier orbital gap (eV) = 4.1
- LUMO energy (eV) = -7.92

Geometry (Å):
C1 0.865 -1.807 0.250
C2 1.827 -0.587 -0.161
C3 1.127 0.531 -0.810
C4 0.745 1.712 0.085
C5 1.876 2.731 0.307
N1 -4.468 -1.534 0.983
H1 0.061 -1.376 0.825
H2 1.418 -2.657 0.672
H3 2.449 -0.357 0.764
H4 2.503 -0.981 -0.918
H5 1.552 0.740 -1.786
H6 -0.747 -0.475 -1.013
H7 -0.091 2.174 -0.447
H8 0.173 1.451 1.000
H9 2.702 2.372 0.955
H10 1.659 3.860 0.457
H11 2.289 2.860 -0.643
H12 0.478 -2.259 -0.714
H13 -4.842 -2.481 0.957
H14 -4.558 -1.213 1.981
H15 -1.942 -0.253 -2.017
H16 -3.484 -1.601 0.617
O1 -1.593 -0.850 -1.343



Short version: energy relative to the best compared isomer or geometry (same formula, charge and spin) = 146.2 121.9 kcal/mol, in the order given.